{
  "formula": "C4H14NO3",
  "method": "the ωB97M-V functional and the def2-TZVPD basis",
  "species": ["O", "O", "H", "H", "H", "H", "C", "C", "H", "H", "H", "H", "O", "C", "H", "H", "H", "H", "C", "H", "N", "H"],
  "xyz": [[0.743820, -1.471565, 1.222920], [1.036060, 0.894053, 0.716720], [-0.813157, 0.728715, 1.381124], [-0.086441, -1.064215, -1.612947], [-2.867621, 1.232660, -2.399402], [2.180071, -2.360782, 1.439038], [-1.370023, 0.405579, -1.003964], [-0.181443, 1.388344, 0.880787], [-3.676543, 0.437822, -1.163221], [-1.276130, 2.646687, -0.315116], [0.186371, 1.887522, -1.182560], [1.149546, -0.294321, 0.881593], [3.098768, -2.495950, 1.801309], [-0.772355, 1.802323, -0.519997], [-0.037319, 2.520138, 1.283532], [-2.977061, -0.495358, -2.270443], [3.517633, -1.854468, 1.346031], [0.433160, -1.484328, 2.112892], [-2.775252, 0.422219, -1.734509], [0.383856, 0.371223, -2.131723], [-0.415008, -0.226903, -1.849239], [-1.646060, -0.206071, -0.085618]],
  "atomic_forces_ev_per_a": [[0.679, -0.369, -1.583], [3.081, -1.894, -0.005], [-1.544, -0.642, 1.435], [1.379, -4.022, 1.665], [0.084, 1.068, -1.190], [-0.297, 0.171, 0.544], [-2.646, 0.711, 0.523], [1.743, 5.050, -1.865], [-0.416, 0.534, 1.477], [-2.545, 2.805, -0.331], [-1.865, 0.850, 1.291], [-1.734, 0.814, 0.693], [-2.072, -3.507, 1.814], [3.084, -5.863, -0.691], [-0.660, -2.104, 0.670], [0.701, -0.400, -0.533], [2.557, 3.383, -2.159], [-0.203, 0.225, 0.924], [0.706, -0.534, 0.260], [-1.031, -0.681, 0.623], [-0.071, 3.954, -2.601], [1.069, 0.450, -0.961]],
  "e_lumo_ha": 0.143,
  "charge": -1,
  "orbital_gap_ev": 7.84,
  "homo_ev": -3.96,
  "largest_force_ha_per_bohr": 0.1295
}

{
  "formula": "C4H14NO3",
  "method": "the ωB97M-V functional and the def2-TZVPD basis",
  "species": ["H", "H", "H", "H", "C", "H", "C", "H", "O", "H", "H", "H", "C", "N", "H", "H", "C", "H", "O", "O", "H", "H"],
  "xyz": [[0.597104, -1.121223, -1.308010], [0.942784, -2.998370, 0.640544], [-1.418981, -1.548879, 0.166459], [-2.771387, -0.582940, -0.036378], [0.301480, -0.074296, -1.367818], [0.995872, -1.842999, 1.575297], [-1.166525, 0.190186, -1.072557], [3.368176, 1.054244, -1.397508], [3.162405, -0.476699, -0.171178], [-1.501136, -0.123999, 0.962900], [-1.313371, 2.409075, 2.244872], [1.130497, 1.907973, -0.700940], [1.224692, 0.821730, -0.565199], [-1.761205, -0.581139, 0.091128], [0.447141, 0.068239, -2.448187], [-1.260676, 1.256924, -0.831690], [2.692605, 0.458296, -0.751021], [1.045203, 0.846313, 0.528231], [0.376079, -2.387845, 1.106076], [-1.297687, 1.434886, 2.309092], [-1.836918, 0.158630, -1.929266], [-1.956151, 1.131893, 2.955153]],
  "atomic_forces_ev_per_a": [[-0.257, -0.130, 0.637], [0.118, -0.763, -0.208], [0.072, 0.024, -0.140], [-0.174, -0.064, 0.375], [-0.017, -0.750, -1.424], [0.370, 0.346, 0.824], [-0.177, 1.154, 0.373], [0.127, 0.072, -0.189], [-0.052, 0.285, -0.301], [-0.217, 0.491, 0.535], [-0.308, -0.679, 0.409], [0.148, -0.230, -1.059], [-0.317, 1.339, 1.590], [0.497, -0.056, -0.977], [-0.071, 0.543, 0.223], [-0.051, -0.197, 0.427], [0.253, -0.367, 0.420], [0.080, -0.966, -0.208], [-0.560, 0.411, -0.607], [0.034, -0.190, -0.563], [0.248, -0.913, -0.147], [0.252, 0.640, 0.010]],
  "e_lumo_ha": [-0.352, -0.483],
  "charge": 2,
  "s_squared": 0.757,
  "orbital_gap_ev": [9.47, 5.89],
  "homo_ev": [-19.05, -19.05],
  "largest_force_ha_per_bohr": 0.0409,
  "spin_multiplicity": 2
}

{
  "formula": "C4H14NOS",
  "method": "the ωB97M-V functional and the def2-TZVPD basis",
  "species": ["C", "H", "S", "N", "H", "C", "H", "H", "C", "H", "O", "H", "H", "H", "H", "H", "C", "H", "H", "H", "H"],
  "xyz": [[0.522260, -0.692748, 1.086936], [-0.892148, -2.165146, 0.812239], [-1.865820, -0.210878, -0.268468], [1.539659, 0.062039, -1.134827], [2.191885, 0.723388, -1.586484], [-3.272110, -1.031090, 0.580695], [3.270434, 3.453829, -0.632426], [1.174557, -1.458708, 1.514223], [1.383608, 0.400051, 0.376211], [-3.018038, -1.542677, 1.517509], [3.184539, 2.526119, -0.394821], [4.023057, 2.373263, 0.053875], [-3.979052, -0.207893, 0.635986], [-0.093487, -0.161298, 1.817214], [-3.651404, -1.714272, -0.173400], [0.589960, 0.066071, -1.537113], [-0.516139, -1.345066, 0.189275], [0.970302, 1.398236, 0.449989], [2.040807, -0.853221, -1.154809], [-0.184410, -1.951468, -0.664817], [2.334904, 0.355566, 0.909895]],
  "atomic_forces_ev_per_a": [[-0.008, 1.094, -1.455], [-0.653, 0.255, 0.030], [0.358, -0.347, 0.489], [0.767, 0.605, 2.483], [-0.276, 0.298, -0.126], [0.306, 0.285, -1.194], [-0.279, 0.202, -0.248], [-0.109, 0.174, 0.102], [-0.330, -1.071, 0.268], [-0.140, 0.507, -0.250], [0.245, 0.240, 0.078], [0.091, -0.376, 0.084], [-0.258, -0.204, 0.639], [0.440, -0.241, 0.454], [-0.234, -0.406, 0.370], [0.019, -0.072, -0.674], [-0.440, -1.392, 0.434], [-0.076, -0.049, -0.091], [-0.098, -0.612, -0.523], [0.454, 0.753, -0.079], [0.223, 0.358, -0.790]],
  "e_lumo_ha": [0.025, 0.018],
  "s_squared": 0.750,
  "orbital_gap_ev": [3.83, 9.21],
  "homo_ev": [-3.15, -8.72],
  "largest_force_ha_per_bohr": 0.0519,
  "spin_multiplicity": 2
}

{
  "formula": "C4H14NOS",
  "method": "the ωB97M-V functional and the def2-TZVPD basis",
  "species": ["H", "H", "H", "H", "H", "H", "H", "H", "C", "C", "H", "N", "H", "C", "H", "O", "H", "C", "H", "S", "H"],
  "xyz": [[1.601754, -7.969575, -1.182420], [2.105425, -7.645771, 0.322015], [-4.748449, -5.548274, -0.095935], [-0.653504, 0.851331, 1.090874], [0.176470, 2.835587, -1.235007], [-0.478949, -0.415124, -1.205385], [-0.997969, 1.227095, -1.024026], [1.883451, 2.134129, 0.403967], [0.267806, 0.679047, 0.584005], [-0.023250, 3.015813, -0.225816], [0.644053, -1.387410, 0.867811], [-0.022183, 0.460350, -0.853888], [-4.503913, -6.199226, 0.104214], [0.808532, 2.038769, 0.756995], [2.075382, -0.412112, 0.758978], [2.241804, -7.497321, -0.640168], [0.658973, 2.383846, 1.769999], [1.049481, -0.460273, 1.201454], [0.115081, 4.079879, -0.167570], [-1.833016, 2.607232, -0.348370], [1.055882, -0.534112, 2.365150]],
  "atomic_forces_ev_per_a": [[-0.080, -0.144, 0.605], [-0.255, -0.205, -1.326], [-0.236, 0.618, -0.191], [-1.440, -1.076, 0.591], [0.884, -0.361, -1.946], [0.695, 0.187, 1.169], [1.376, -1.124, -0.212], [-1.110, -0.030, 0.664], [-0.075, -0.956, -0.437], [-0.869, -1.048, 2.331], [-0.428, -0.827, -0.194], [-2.943, 1.848, 0.001], [0.236, -0.617, 0.191], [0.783, 2.709, -2.462], [-0.565, -0.117, 0.826], [0.327, 0.356, 0.725], [0.362, 0.007, 0.307], [1.295, -0.126, 1.009], [0.005, 0.595, 0.613], [1.977, -0.375, -0.073], [0.062, 0.687, -2.191]],
  "e_lumo_ha": -0.332,
  "charge": 1,
  "orbital_gap_ev": 4.10,
  "homo_ev": -13.13,
  "largest_force_ha_per_bohr": 0.0728
}

{
  "formula": "C4H14NOS2",
  "method": "the ωB97M-V functional and the def2-TZVPD basis",
  "species": ["H", "H", "O", "H", "S", "H", "C", "H", "H", "H", "H", "C", "H", "H", "C", "C", "H", "H", "N", "H", "H", "S"],
  "xyz": [[1.379618, -3.088945, -0.490072], [2.688584, -1.104202, 0.475258], [-1.734764, -2.372907, -1.237060], [-1.549692, 4.267115, -0.546381], [0.614158, -0.262135, 1.321323], [-0.959532, 3.038437, -1.661459], [1.767390, -0.604397, 0.039737], [2.200731, -0.779991, -2.025844], [0.792730, 2.517145, -0.055448], [-0.324005, 3.350178, 1.421300], [1.205597, -2.925905, -2.317817], [-0.367367, 2.693117, 0.508032], [0.420432, -0.608675, -1.883655], [-2.233035, 2.591315, -0.613022], [1.310603, -1.108427, -1.354993], [-1.277731, 3.153730, -0.573949], [2.418301, 0.373391, -0.244136], [-1.851674, -2.774686, -0.372745], [0.990088, -2.609291, -1.396805], [-0.010906, -2.710354, -1.419903], [-2.468442, -1.802957, -1.470671], [-0.824068, 1.018528, 1.126536]],
  "atomic_forces_ev_per_a": [[-0.547, 0.609, -2.723], [-1.524, -0.344, -0.286], [0.855, -0.371, -0.285], [0.436, -1.563, 0.435], [2.045, -1.802, 2.569], [0.388, -0.140, 1.514], [2.119, 2.716, -2.553], [-1.396, -1.568, 0.727], [-3.173, 0.834, 2.222], [0.248, -0.495, -1.237], [1.290, -1.143, -0.450], [4.509, -0.640, -0.462], [1.114, -0.478, 1.516], [0.280, 0.423, 0.512], [0.888, 1.355, -1.245], [-2.033, 1.423, -2.512], [-1.843, -1.606, 0.566], [-0.689, 0.273, 0.133], [1.256, 1.003, 2.292], [-1.469, 0.246, 0.620], [-0.267, 0.008, 0.302], [-2.486, 1.261, -1.655]],
  "e_lumo_ha": -0.124,
  "charge": 1,
  "orbital_gap_ev": 8.03,
  "homo_ev": -11.39,
  "largest_force_ha_per_bohr": 0.0890
}

{
  "formula": "C4H14NS",
  "method": "the ωB97M-V functional and the def2-TZVPD basis",
  "species": ["H", "H", "H", "S", "H", "H", "N", "C", "H", "C", "H", "H", "H", "H", "C", "H", "H", "H", "C", "H"],
  "xyz": [[1.203509, -1.176729, 3.501544], [-0.502979, 0.024417, -3.202795], [-2.478463, -0.561464, -0.519490], [0.967367, -1.967909, 0.948211], [0.294945, 1.643207, -3.141997], [0.057322, 0.935057, -0.777377], [-1.532625, -0.606867, -1.109125], [1.097473, 0.524727, 2.354800], [-1.043092, -1.315406, -0.790555], [1.627165, -0.849518, 2.474656], [0.020148, 0.736116, 2.589652], [-1.610307, 1.404884, -3.412604], [1.295619, 1.128224, 3.246632], [-1.835826, -1.018076, -2.017421], [-0.864506, 1.039158, -1.440167], [-1.612316, 1.761561, -1.023414], [1.313731, 1.185001, 1.391848], [2.736374, -0.827573, 2.346955], [-0.609376, 1.037906, -2.938176], [1.475836, -3.096716, 1.518823]],
  "atomic_forces_ev_per_a": [[1.161, -0.385, -1.925], [0.737, -1.019, -0.850], [2.700, -0.026, -1.393], [1.025, 0.634, 2.382], [-0.752, -0.301, -0.266], [-1.270, 0.436, -0.964], [-6.621, 5.647, -2.366], [-1.692, 3.675, -1.078], [4.161, -3.867, 3.057], [-0.805, -0.826, -0.191], [0.053, -1.379, -1.075], [2.200, -0.337, 0.331], [1.584, 0.038, -0.139], [-0.072, 0.872, 0.400], [0.727, -2.293, 1.780], [0.621, -0.992, -0.366], [-0.009, -1.574, 1.986], [-1.021, -0.452, 0.483], [-2.368, 1.814, 0.735], [-0.359, 0.337, -0.543]],
  "e_lumo_ha": -0.129,
  "charge": 1,
  "orbital_gap_ev": 9.02,
  "homo_ev": -12.54,
  "largest_force_ha_per_bohr": 0.1754
}

{
  "formula": "C4H14NS2",
  "method": "the ωB97M-V functional and the def2-TZVPD basis",
  "species": ["H", "C", "H", "H", "H", "C", "H", "H", "H", "S", "H", "S", "H", "H", "H", "H", "C", "H", "N", "H", "C"],
  "xyz": [[-1.955726, 2.042985, -3.055943], [1.312994, -0.261933, -2.283630], [-0.509768, -0.319991, 0.710665], [1.097762, -1.181597, -1.747268], [-0.997396, -1.745772, 1.362978], [1.193991, 0.432161, 2.742546], [-3.099621, 0.697216, -2.858562], [-0.919686, 0.055986, 3.039607], [2.385867, -0.089381, -2.355736], [0.593614, 1.144359, -1.380377], [0.921125, -0.305428, -3.296004], [-1.379449, 0.575691, -1.235713], [0.137510, -1.327152, 3.436475], [-1.520448, 0.403347, -3.632438], [2.088679, -0.112339, 2.435905], [0.586251, -1.509803, 1.040046], [-0.019028, -0.486767, 2.764405], [1.037587, 1.254287, 2.045402], [-0.256167, -1.048379, 1.392033], [1.349145, 0.806199, 3.751280], [-2.047238, 0.976309, -2.875671]],
  "atomic_forces_ev_per_a": [[0.033, 0.014, 0.021], [-0.084, 0.252, 0.006], [0.123, 0.004, 0.038], [0.106, -0.116, -0.101], [-0.183, -0.018, 0.122], [-0.259, -0.325, -0.160], [0.011, -0.039, -0.020], [-0.063, -0.106, 0.056], [0.023, -0.017, 0.143], [-0.172, -0.217, 0.031], [-0.093, -0.051, 0.013], [0.202, 0.223, -0.263], [-0.141, -0.033, -0.008], [-0.055, -0.011, -0.047], [0.029, 0.010, 0.061], [0.010, 0.139, -0.004], [0.318, 0.285, 0.078], [0.044, 0.126, 0.118], [0.097, -0.237, -0.206], [0.063, 0.151, -0.052], [-0.008, -0.034, 0.175]],
  "e_lumo_ha": -0.120,
  "charge": 1,
  "orbital_gap_ev": 9.28,
  "homo_ev": -12.54,
  "largest_force_ha_per_bohr": 0.0087
}

{
  "formula": "C4H14O2",
  "method": "the ωB97M-V functional and the def2-TZVPD basis",
  "species": ["H", "H", "H", "O", "C", "H", "C", "H", "H", "H", "C", "H", "H", "H", "H", "H", "H", "O", "H", "C"],
  "xyz": [[-0.492104, -0.318054, 0.545873], [-1.049136, 3.227749, -0.464341], [-0.781933, 0.386121, 2.027527], [-1.116934, 0.143574, -2.717818], [1.286177, -0.189409, 1.781856], [-1.013471, -0.463024, -1.977399], [0.078545, 1.799652, 0.709996], [0.801603, 2.036033, -0.076095], [1.724792, -4.212342, -0.251896], [0.417946, 2.442065, 1.524323], [-0.023106, 0.392724, 1.234340], [-1.168147, -0.437200, -3.488269], [-1.818052, 1.630007, -0.404552], [1.925484, 0.387254, 2.439431], [1.902664, -0.391021, 0.899163], [-1.987451, 2.738821, 0.875217], [1.072498, -1.152171, 2.245223], [0.962586, -3.760216, -0.585085], [1.276754, -3.108708, -1.193005], [-1.244142, 2.361388, 0.170272]],
  "atomic_forces_ev_per_a": [[0.452, 0.103, -0.448], [0.017, -0.157, -0.208], [0.139, 0.306, 0.178], [0.036, -0.247, -0.160], [-0.126, -0.794, -1.264], [-0.017, 0.063, 0.069], [-0.631, 1.219, -0.151], [0.259, -0.931, -0.040], [0.669, -0.309, 0.228], [-0.034, 0.016, 0.230], [-0.138, -0.159, 1.019], [-0.016, 0.173, 0.110], [0.352, -0.044, -0.278], [-0.446, 0.531, 0.272], [0.198, -0.164, 0.137], [0.355, -0.189, 0.632], [0.160, -0.026, 0.107], [-1.082, -0.236, 0.308], [0.417, 0.572, -0.538], [-0.566, 0.274, -0.205]],
  "e_lumo_ha": 0.019,
  "orbital_gap_ev": 11.42,
  "homo_ev": -10.91,
  "smiles": "CCCC.O.O",
  "largest_force_ha_per_bohr": 0.0291
}

Number 2 is which compound? C4H14NO3